No. 1
138
Properties=species:S:1:pos:R:3:mulliken_charge:R:1 method="wB97M-V/def2-TZVPD" energy_ev=-64438.976 mol_weight_g_mol=742.15 largest_force_ha_per_bohr=0.0700 relative_energy_kcal_mol=38.79 smiles="CCN(CC)CC.CCN(CC)CC.CCN(CC)CC.CNC(C)=O.CNC(C)=O.CNC(C)=O.CNC(C)=O.CNC(C)=O.CNC(C)=O" orbital_gap_ev=7.5 homo_energy_ev=-7.63
C 0.7331 -0.0817 -4.5837 -0.87
C -0.0106 -1.3690 -5.0828 -0.35
N 0.4796 -2.5902 -4.4351 0.26
C 1.8967 -2.7199 -4.1333 0.03
C 2.2766 -4.2240 -4.0517 -1.53
C -0.4057 -2.9711 -3.3171 -1.33
C -0.1983 -2.1506 -2.0374 -0.03
H 1.5498 0.1837 -5.2562 0.38
H 1.0261 -0.0717 -3.5398 0.03
H 0.0095 0.7242 -4.7443 0.47
H -1.0614 -1.1935 -4.8523 -0.16
H 0.0207 -1.5298 -6.1625 0.43
H 2.3841 -2.2543 -4.9943 0.47
H 2.2449 -2.1559 -3.2644 0.00
H 1.9693 -4.5858 -3.0697 0.31
H 1.7013 -4.8543 -4.7319 0.36
H 3.3210 -4.3848 -4.3122 0.42
H -0.2786 -4.0246 -3.0486 0.38
H -1.4352 -2.9579 -3.6772 0.33
H -0.7868 -2.5309 -1.2018 0.55
H -0.4896 -1.1246 -2.2488 -0.24
H 0.8483 -2.2116 -1.7413 0.13
C -2.8578 0.5289 0.2504 -0.79
C -1.6820 0.9837 1.1626 0.18
N -0.4580 0.3393 0.6146 0.59
C -0.0240 0.9448 -0.6675 0.01
C 0.5894 2.3614 -0.5239 -1.45
C 0.5654 0.2681 1.6787 0.62
C 1.8783 -0.3286 1.1176 -1.63
H -2.6495 0.6501 -0.8095 -0.19
H -3.7727 0.9676 0.6485 0.44
H -2.9974 -0.5532 0.2837 -0.05
H -1.5193 2.0653 1.1217 0.15
H -1.7613 0.6665 2.2018 0.20
H 0.7881 0.3313 -1.0537 -0.52
H -0.8102 0.9064 -1.4164 0.37
H 1.5423 2.3006 0.0093 0.24
H 0.8458 2.7198 -1.5232 0.45
H 0.0432 3.1188 0.0393 0.29
H 0.1470 -0.5491 2.2724 0.38
H 0.7643 1.1703 2.2624 -0.29
H 1.7654 -1.2326 0.5227 0.31
H 2.6769 -0.4586 1.8527 0.43
H 2.3949 0.4073 0.4926 0.17
C -4.4266 -2.7810 -2.8763 -1.42
C -5.0441 -2.1320 -4.1501 -0.59
N -5.1130 -0.6824 -4.0902 0.65
C -5.3954 -0.0516 -5.3779 -0.72
C -4.1214 -0.0766 -6.2556 -1.00
C -5.8375 -0.1484 -2.9357 -0.40
C -5.3366 1.2631 -2.5716 -1.31
H -5.0622 -2.7521 -1.9952 0.43
H -3.5144 -2.2323 -2.6319 0.25
H -4.1478 -3.7835 -3.1997 0.43
H -4.4127 -2.3828 -5.0018 0.45
H -6.0100 -2.6273 -4.3214 0.24
H -6.2084 -0.6170 -5.8520 0.35
H -5.7476 0.9769 -5.3252 0.35
H -4.3112 -0.1457 -7.3269 0.36
H -3.5313 0.7969 -5.9775 0.30
H -3.4883 -0.9399 -6.0495 0.13
H -5.5823 -0.7228 -2.0481 0.23
H -6.9143 -0.0788 -3.1193 0.25
H -5.7816 1.7222 -1.6860 0.43
H -5.6450 2.0168 -3.3038 0.40
H -4.2516 1.3006 -2.4861 0.20
C 5.4519 3.8254 -4.0241 -0.86
N 4.3049 4.4462 -3.3933 -0.10
C 4.1559 4.5946 -2.0721 0.86
C 2.9939 5.4807 -1.7139 -1.38
O 4.8549 3.9540 -1.2819 -0.80
H 5.5200 2.7426 -3.9327 0.26
H 6.3703 4.3692 -3.8155 0.29
H 5.2605 3.9602 -5.0923 0.36
H 3.5615 4.8217 -3.9575 0.24
H 2.0598 5.1204 -2.1466 0.44
H 3.1083 6.4623 -2.1815 0.46
H 2.8925 5.6752 -0.6496 0.12
C -2.9953 -2.1052 2.9158 -0.70
N -3.3533 -1.2088 3.9858 0.42
C -4.6235 -0.8915 4.2031 0.80
C -4.9413 0.1211 5.2411 -0.91
O -5.5472 -1.4112 3.5622 -0.72
H -1.9961 -2.5051 3.0928 0.24
H -3.0535 -1.6474 1.9282 0.01
H -3.6460 -2.9716 2.7982 0.44
H -2.6233 -0.6136 4.3685 -0.13
H -5.0504 -0.4439 6.1680 0.19
H -5.8537 0.6443 4.9705 0.33
H -4.1341 0.8530 5.3088 0.24
C -0.5948 3.6689 3.8721 -0.55
N 0.4067 4.6871 3.5927 -0.14
C 0.2050 5.7803 2.8499 0.73
C 1.4598 6.6482 2.6330 -0.68
O -0.7968 6.0236 2.2123 -0.64
H -1.4978 3.7662 3.2717 0.31
H -0.9878 3.7376 4.8885 0.38
H -0.2138 2.6621 3.7090 -0.09
H 1.2560 4.6949 4.1318 0.20
H 1.8380 6.3196 1.6648 -0.12
H 2.2105 6.4825 3.4049 0.36
H 1.1680 7.6909 2.5396 0.32
C 6.8157 0.7213 -0.6448 -1.01
N 5.6235 1.1265 -1.3754 0.17
C 4.9300 0.2894 -2.1443 0.39
C 3.6183 0.8519 -2.6962 1.30
O 5.3009 -0.8525 -2.4052 -0.71
H 7.2992 1.5071 -0.0686 0.35
H 7.5836 0.3290 -1.3111 0.30
H 6.4418 -0.0447 0.0366 0.30
H 5.3344 2.0961 -1.3049 0.20
H 2.8206 0.6061 -1.9953 -0.68
H 3.4974 0.4324 -3.6904 0.17
H 3.6578 1.9407 -2.6476 -0.74
C 3.6556 -5.9910 5.4355 -0.93
N 2.8146 -4.9312 4.9351 -0.16
C 2.8494 -4.2804 3.7863 0.43
C 1.7201 -3.3027 3.4917 0.33
O 3.7154 -4.4468 2.9124 -0.67
H 3.1060 -6.9369 5.4943 0.32
H 3.8268 -5.8449 6.5045 0.29
H 4.5643 -6.1519 4.8643 0.35
H 2.1572 -4.6778 5.6541 0.16
H 1.0258 -3.7703 2.7975 0.25
H 2.2011 -2.3822 3.1759 -0.11
H 1.1811 -3.1964 4.4380 -0.28
C -1.8015 -2.0757 7.0802 -0.88
N -0.4968 -1.7117 6.4902 -0.06
C -0.3336 -0.5509 5.8617 0.71
C 1.0966 -0.0373 5.7668 -1.20
O -1.2413 0.1157 5.3762 -0.71
H -1.6588 -2.3782 8.1192 0.37
H -2.0856 -3.0030 6.5810 0.31
H -2.4935 -1.2437 7.0260 0.23
H 0.2772 -2.3246 6.6740 0.19
H 1.2011 1.0380 5.8910 0.31
H 1.5395 -0.3264 4.8122 0.15
H 1.7056 -0.4794 6.5586 0.43

***

No. 2
161
Properties=species:S:1:pos:R:3:mulliken_charge:R:1 method="wB97M-V/def2-TZVPD" energy_ev=-232114.230 mol_weight_g_mol=1296.09 largest_force_ha_per_bohr=0.0322 orbital_gap_ev=10.3 homo_energy_ev=-10.27
N 1.6462 -3.5821 3.6822 -0.02
H 1.2651 -4.4361 4.0770 0.43
H 2.0217 -2.9965 4.4495 0.55
H 0.9580 -3.0037 3.1926 -0.04
H 2.3832 -3.8413 2.9964 0.42
As 0.6044 -1.3748 1.1212 2.19
F -0.0131 -1.5628 2.7614 -0.53
F 0.3146 0.2991 0.9861 -0.31
F 1.3460 -1.3371 -0.4385 -0.65
F 0.9090 -3.0892 1.1113 -0.57
F -0.9938 -1.6293 0.5679 -0.36
F 2.1573 -1.1929 1.8603 -0.57
C 1.9953 1.8275 -1.4443 0.51
C 2.4741 3.0770 -0.6740 0.44
C 3.1935 3.9954 -1.6421 -1.25
S 4.0067 2.9684 -2.8775 1.39
O 5.3640 2.6969 -2.4940 -0.72
O 3.6876 3.4887 -4.1839 -0.71
C 3.0385 1.4915 -2.5142 -0.51
H 0.9797 1.9009 -1.8253 0.33
H 2.0387 0.9824 -0.7623 -0.81
H 3.1164 2.7027 0.1283 0.36
H 1.6597 3.6177 -0.1918 -0.31
H 3.8263 4.8155 -1.3245 0.54
H 2.3974 4.4256 -2.2643 0.35
H 3.8125 0.8386 -2.1055 0.23
H 2.6776 1.0164 -3.4233 0.07
C 3.6663 -3.1907 -1.5326 1.37
C 4.6979 -4.3134 -1.6655 -1.01
C 4.9044 -4.9320 -0.2889 -0.80
S 4.6381 -3.6079 0.8881 1.11
O 5.8768 -3.1658 1.4725 -0.75
O 3.5521 -3.9717 1.7803 -0.91
C 4.0628 -2.4060 -0.2937 -0.54
H 2.6633 -3.6168 -1.4376 -0.26
H 3.6656 -2.5463 -2.4111 -0.36
H 5.6469 -3.9280 -2.0481 0.35
H 4.3945 -5.0531 -2.4057 0.45
H 5.8822 -5.3795 -0.1342 0.44
H 4.1439 -5.6825 -0.0684 0.36
H 4.9680 -1.8506 -0.5609 0.48
H 3.3686 -1.7024 0.1537 -0.09
C 0.7305 1.4133 5.8688 0.33
C -0.2757 0.6607 6.7645 -0.87
C 0.0927 -0.7911 6.5476 -0.11
S 1.8854 -0.8600 6.6112 0.99
O 2.2965 -1.6422 5.4604 -0.73
O 2.3053 -1.1755 7.9454 -0.69
C 2.0875 0.9201 6.3427 -0.88
H 0.6878 2.4927 6.0141 0.39
H 0.5284 1.1915 4.8197 -0.39
H -1.3023 0.8331 6.4459 0.33
H -0.1462 1.0018 7.7926 0.34
H -0.2375 -1.0789 5.5426 -0.18
H -0.3946 -1.5574 7.1522 0.51
H 2.9805 1.0485 5.7340 0.45
H 2.2696 1.2935 7.3503 0.36
C 0.1049 3.1915 2.6474 -0.23
C -0.2101 4.6447 2.3082 -0.99
O 1.0564 5.3250 2.0929 0.43
P 1.0976 6.8985 2.3216 0.54
O 0.7212 7.3347 3.6610 -0.80
O 2.5724 7.3005 1.8951 -0.23
C 3.6951 6.6433 2.4941 -0.44
C 4.1152 5.4289 1.6950 -0.62
O 0.2285 7.4965 1.1450 -0.41
C 0.5882 7.2311 -0.2301 0.23
C 1.3039 8.4172 -0.8381 -1.31
H 1.0741 3.1254 3.1377 0.33
H -0.6953 2.7590 3.2491 0.30
H 0.1595 2.5672 1.7529 -0.19
H -0.7722 4.7520 1.3812 0.28
H -0.7500 5.1142 3.1300 0.58
H 4.4939 7.3830 2.5130 0.38
H 3.5440 6.3534 3.5375 0.29
H 3.5134 4.5433 1.8696 0.11
H 4.2274 5.6650 0.6381 0.03
H 5.1427 5.1923 2.0024 0.48
H 1.2048 6.3339 -0.3029 -0.11
H -0.3645 7.0793 -0.7362 0.43
H 2.3088 8.5087 -0.4315 0.26
H 1.3675 8.2695 -1.9198 0.41
H 0.7546 9.3455 -0.6906 0.33
C -3.1552 -3.7437 1.7820 -0.27
C -4.1625 -3.8235 0.6596 -0.07
O -4.2467 -5.1795 0.1863 -0.34
P -3.8362 -5.5885 -1.2684 0.27
O -3.5777 -7.0087 -1.4434 -0.79
O -5.0342 -5.0045 -2.1148 -0.32
C -4.8774 -4.4324 -3.4329 -0.31
C -4.4510 -2.9743 -3.3570 -0.66
O -2.6100 -4.6540 -1.6401 0.36
C -1.3779 -5.2422 -2.0960 -0.27
C -0.3799 -5.3817 -0.9692 -0.69
H -3.6427 -4.1401 2.6770 0.39
H -2.2870 -4.3230 1.4743 0.17
H -2.8559 -2.7422 2.0855 -0.27
H -5.1639 -3.5442 0.9938 0.38
H -3.9727 -3.1343 -0.1678 0.02
H -4.1867 -5.0565 -4.0021 0.28
H -5.8620 -4.5124 -3.8899 0.37
H -5.0635 -2.4472 -2.6280 0.25
H -3.4052 -2.9187 -3.0611 -0.08
H -4.5733 -2.5347 -4.3474 0.45
H -1.5739 -6.1917 -2.5932 0.46
H -0.9798 -4.5391 -2.8305 0.07
H -0.4314 -4.4454 -0.3994 -0.15
H -0.6160 -6.1427 -0.2267 0.41
H 0.6362 -5.4316 -1.3558 0.39
C -0.2421 -0.5575 -3.0467 -1.04
C 0.9242 -1.4772 -3.3037 1.05
O 1.1832 -1.5599 -4.7396 -0.49
P 2.6580 -1.5540 -5.2883 1.27
O 3.6785 -2.0755 -4.3749 -0.96
O 2.5481 -2.3483 -6.6455 -0.33
C 1.6639 -1.8551 -7.6978 -0.21
C 0.3601 -2.5928 -7.6977 -1.15
O 2.8446 -0.0239 -5.6744 -0.31
C 4.1175 0.5289 -6.0656 -0.22
C 4.6915 -0.0656 -7.3409 -1.17
H -1.1932 -1.0925 -3.1417 0.07
H -0.2458 -0.1971 -2.0197 0.03
H -0.3120 0.2692 -3.7530 0.44
H 1.8089 -1.1461 -2.7653 -0.49
H 0.7360 -2.5167 -3.0418 0.14
H 1.5518 -0.7767 -7.5874 0.26
H 2.2201 -2.0035 -8.6227 0.42
H -0.1784 -2.6038 -6.7589 0.20
H -0.2323 -2.0984 -8.4838 0.37
H 0.4569 -3.5934 -8.1230 0.33
H 3.8644 1.5574 -6.3257 0.34
H 4.7986 0.5646 -5.2179 0.32
H 5.7624 0.1123 -7.4286 0.38
H 4.6290 -1.1599 -7.3486 0.30
H 4.1412 0.2702 -8.2180 0.31
C -7.6949 1.5962 5.4767 -1.24
C -6.6785 1.0067 4.5236 0.04
O -6.7580 1.6893 3.2556 -0.39
P -6.0614 1.0870 1.9843 0.63
O -6.1786 -0.3665 1.8457 -0.60
O -6.7305 1.9396 0.8513 -0.37
C -6.9540 1.3072 -0.4220 -0.21
C -5.8275 1.5336 -1.3810 -0.99
O -4.5737 1.6345 2.0248 -0.13
C -3.4899 0.6899 1.9983 0.17
C -3.1801 0.0431 3.3269 -0.64
H -7.2597 2.3393 6.1405 0.31
H -8.5239 2.0463 4.9312 0.31
H -8.1514 0.8073 6.0761 0.33
H -5.6469 1.1548 4.8619 0.16
H -6.7895 -0.0738 4.4248 0.30
H -7.1491 0.2423 -0.2938 0.28
H -7.8847 1.7291 -0.8054 0.33
H -5.4455 2.5511 -1.4162 0.29
H -4.9735 0.8741 -1.1831 0.14
H -6.1433 1.2137 -2.3790 0.40
H -3.6397 -0.1237 1.2875 0.13
H -2.6378 1.2913 1.6830 0.21
H -2.3691 -0.6598 3.1139 -0.36
H -2.8058 0.7368 4.0830 0.34
H -3.9890 -0.5635 3.7365 0.41

***

No. 3
140
Properties=species:S:1:pos:R:3:mulliken_charge:R:1 method="wB97M-V/def2-TZVPD" energy_ev=-67596.982 mol_weight_g_mol=763.14 largest_force_ha_per_bohr=0.2383 relative_energy_kcal_mol=104.19 total_charge=+1 orbital_gap_ev=6.4 homo_energy_ev=-10.71
N 1.3520 11.1029 -3.4723 -0.30
C 0.9679 10.6217 -2.3096 0.42
O 0.5751 9.9440 -1.0300 -0.32
N 0.5988 8.6220 -1.3517 0.40
C -0.4995 8.1747 -2.2915 -0.07
N -0.2830 6.7035 -2.5654 -0.39
C 0.9681 6.4075 -1.7105 0.31
N 1.5034 5.1128 -1.7094 0.55
N 2.5969 4.9121 -0.8882 -0.69
C 0.7825 4.0931 -2.5535 -0.42
N 1.4103 2.7213 -2.6074 -0.58
N 1.4678 7.6184 -0.9557 -0.20
H -1.3985 8.7753 -2.7730 0.38
H 3.1270 4.0409 -1.1045 0.29
H 2.3016 4.9290 0.1259 0.19
H 0.7801 4.5182 -3.6685 0.29
H -0.3609 3.9494 -2.2549 0.32
H 1.2369 2.3389 -3.5799 0.29
H 0.9136 2.1185 -1.9066 0.22
H 2.2822 7.7061 -0.2821 0.33
C -0.4919 -0.2653 2.0989 -0.78
C -1.2098 0.2655 0.8700 -0.41
O -0.3748 0.3500 -0.2817 -0.37
C 0.1818 -0.8728 -0.7564 -0.30
C -0.8645 -1.8866 -1.1853 -0.87
H 0.4189 0.3102 2.2932 0.20
H -1.1421 -0.2060 2.9769 0.19
H -0.1967 -1.3103 1.9708 0.33
H -1.5536 1.2839 1.0794 0.33
H -2.1052 -0.3248 0.6486 0.31
H 0.8616 -1.2966 -0.0103 0.29
H 0.7963 -0.6167 -1.6258 0.33
H -1.4552 -2.2376 -0.3344 0.04
H -0.3874 -2.7584 -1.6438 0.44
H -1.5599 -1.4441 -1.9062 0.29
C -2.7490 -5.5777 3.0603 -1.13
C -3.4669 -5.0469 1.8314 0.16
O -2.6318 -4.9624 0.6797 -0.26
C -2.0752 -6.1852 0.2051 -0.30
C -3.1216 -7.1990 -0.2238 -0.95
H -1.8382 -5.0022 3.2546 0.30
H -3.3991 -5.5184 3.9384 0.46
H -2.4537 -6.6228 2.9322 0.16
H -3.8107 -4.0285 2.0408 0.05
H -4.3622 -5.6372 1.6100 0.06
H -1.3954 -6.6090 0.9512 0.24
H -1.4608 -5.9292 -0.6644 0.38
H -3.7123 -7.5500 0.6270 0.28
H -2.6444 -8.0709 -0.6824 0.42
H -3.8169 -6.7565 -0.9448 0.11
C -4.8690 -1.5163 4.0756 -1.00
C -3.7361 -1.2777 5.0589 -0.32
O -3.1411 0.0113 4.9359 -0.39
C -3.9911 1.1305 5.1706 -0.20
C -4.5656 1.1687 6.5760 -1.14
H -4.5416 -1.3110 3.0513 0.19
H -5.2155 -2.5524 4.1354 0.38
H -5.7230 -0.8652 4.2820 0.33
H -2.9427 -2.0060 4.8603 0.28
H -4.0636 -1.4492 6.0896 0.33
H -4.7843 1.1708 4.4172 0.32
H -3.3757 2.0238 5.0211 0.23
H -5.2548 0.3376 6.7502 0.27
H -5.1166 2.1002 6.7391 0.41
H -3.7680 1.0943 7.3226 0.30
C -8.1615 -5.2395 -3.8076 -1.01
C -8.4267 -4.3151 -2.6319 -0.30
O -7.9327 -4.8177 -1.3933 -0.45
C -6.5260 -5.0279 -1.3065 -0.15
C -5.7129 -3.7586 -1.4915 -0.80
H -8.5307 -6.2484 -3.5971 0.28
H -8.6548 -4.8631 -4.7089 0.39
H -7.0920 -5.3211 -4.0205 0.25
H -9.5097 -4.2046 -2.5122 0.34
H -8.0315 -3.3114 -2.8203 0.28
H -6.2131 -5.8051 -2.0110 0.30
H -6.3330 -5.4226 -0.3034 0.07
H -5.8073 -3.3666 -2.5081 0.34
H -4.6521 -3.9531 -1.3050 0.18
H -6.0548 -2.9762 -0.8060 0.28
C 6.3231 4.7606 -3.5188 -1.03
C 6.2933 4.4540 -2.0314 -0.29
O 6.2634 3.0592 -1.7409 -0.40
C 7.3763 2.2908 -2.1897 -0.26
C 8.6964 2.7241 -1.5763 -1.02
H 5.5033 4.2509 -4.0351 0.29
H 6.2332 5.8377 -3.6891 0.45
H 7.2569 4.4257 -3.9787 0.25
H 5.3782 4.8793 -1.6057 0.17
H 7.1292 4.9335 -1.5114 0.31
H 7.4267 2.2967 -3.2833 0.25
H 7.1775 1.2554 -1.8940 0.32
H 8.9824 3.7265 -1.9071 0.26
H 9.4968 2.0355 -1.8648 0.39
H 8.6267 2.7474 -0.4838 0.28
C -0.2396 3.4690 3.8363 -0.73
C 1.2470 3.4711 3.5242 -0.39
O 1.7558 4.7619 3.1989 -0.38
C 1.6537 5.7605 4.2101 -0.31
C 2.4181 5.4179 5.4770 -1.08
H -0.8052 3.9415 3.0268 0.28
H -0.6009 2.4448 3.9695 0.19
H -0.4577 4.0230 4.7535 0.35
H 1.4202 2.8391 2.6468 0.16
H 1.8243 3.0296 4.3433 0.32
H 0.6027 5.9760 4.4276 0.32
H 2.0766 6.6767 3.7847 0.29
H 1.9829 4.5536 5.9865 0.26
H 2.4006 6.2612 6.1744 0.39
H 3.4597 5.1714 5.2461 0.29
C 3.4718 5.4071 -9.0074 -1.07
C 4.1517 5.5894 -7.6613 -0.29
O 4.7794 4.4046 -7.1786 -0.39
C 5.8271 3.8664 -7.9805 -0.34
C 7.0029 4.8122 -8.1525 -0.98
H 2.7811 4.5582 -8.9798 0.29
H 2.9142 6.3084 -9.2793 0.39
H 4.1986 5.2110 -9.8006 0.27
H 3.3922 5.8619 -6.9209 0.30
H 4.8690 6.4163 -7.6887 0.31
H 5.4357 3.5406 -8.9495 0.32
H 6.1773 2.9642 -7.4682 0.32
H 6.7244 5.6970 -8.7318 0.27
H 7.8224 4.3123 -8.6784 0.40
H 7.3665 5.1590 -7.1796 0.21
C 0.2976 -7.9950 4.6877 -1.07
C -0.8910 -8.9367 4.5995 -0.28
O -0.7805 -9.8915 3.5475 -0.41
C 0.3202 -10.7936 3.6185 -0.31
C 0.3020 -11.6726 4.8569 -1.02
H 0.4870 -7.5198 3.7199 0.23
H 0.1141 -7.2165 5.4344 0.39
H 1.2095 -8.5259 4.9747 0.37
H -1.7891 -8.3462 4.3897 0.24
H -1.0680 -9.4416 5.5550 0.32
H 1.2655 -10.2480 3.5338 0.30
H 0.2523 -11.4356 2.7341 0.31
H 0.4487 -11.0853 5.7677 0.26
H 1.1007 -12.4194 4.8079 0.38
H -0.6592 -12.1886 4.9515 0.29